# 1
{
  "formula": "C22H10F21GeO2PPdS3Sb",
  "method": "ωB97M-V/def2-TZVPD",
  "elements": ["Pd", "C", "C", "O", "P", "S", "S", "O", "C", "C", "H", "H", "H", "H", "H", "H", "H", "H", "H", "H", "F", "Sb", "F", "F", "F", "F", "F", "F", "C", "C", "C", "F", "C", "F", "C", "F", "C", "F", "Ge", "S", "C", "C", "F", "C", "F", "C", "F", "C", "F", "C", "F", "C", "C", "F", "C", "F", "C", "F", "C", "F", "C", "F"],
  "xyz": [[-1.060545, 0.566991, 1.034825], [-6.703989, 1.774791, 1.207145], [-6.405631, 0.534710, 0.390063], [-5.541599, -0.360019, 1.107902], [-3.948578, -0.214911, 1.018145], [-2.934848, -1.875458, 1.660563], [-2.960853, 1.634078, 0.533492], [-3.856082, -0.456913, -0.613750], [-4.278724, -1.682645, -1.229356], [-3.137898, -2.273453, -2.024678], [-7.420882, 2.401625, 0.673768], [-5.800429, 2.357514, 1.384925], [-7.125066, 1.497744, 2.172908], [-5.955898, 0.786445, -0.573186], [-7.314976, -0.034828, 0.201094], [-5.125039, -1.437775, -1.877604], [-4.630541, -2.382971, -0.468330], [-2.763972, -1.544729, -2.744717], [-3.475261, -3.162217, -2.561670], [-2.321470, -2.547882, -1.362321], [0.589913, -0.452733, 1.435296], [-1.359451, -0.860818, 3.769895], [-1.258277, 1.146645, 3.175691], [0.314214, -0.529314, 4.602854], [-2.486900, -0.287514, 5.168530], [-1.346481, -2.639651, 4.530191], [-3.937324, 0.484259, 2.563553], [0.221420, -2.499603, -0.478392], [1.542911, -2.617505, -0.555886], [2.372042, -1.508269, -0.602593], [3.728174, -1.758563, -0.722253], [4.591704, -0.726776, -0.754323], [4.259470, -3.031156, -0.780704], [5.579102, -3.227867, -0.882213], [3.404356, -4.113933, -0.725960], [3.891517, -5.354919, -0.780964], [2.042998, -3.907877, -0.613943], [1.218151, -4.958500, -0.573718], [1.742377, 0.366572, -0.572475], [-0.347839, 0.761920, -1.126989], [2.414031, 1.393284, 0.969725], [3.165019, 0.821072, 1.980861], [3.590146, -0.443405, 1.876125], [3.492900, 1.504726, 3.135900], [4.225749, 0.925302, 4.089260], [3.053148, 2.803413, 3.303251], [3.367795, 3.478169, 4.408985], [2.297825, 3.407126, 2.315953], [1.884969, 4.669905, 2.471526], [1.995355, 2.696530, 1.170250], [1.282560, 3.322893, 0.223355], [2.671949, 1.071453, -2.206530], [3.495128, 2.184177, -2.246700], [3.753105, 2.883811, -1.134006], [4.095456, 2.626199, -3.412479], [4.888393, 3.702694, -3.411670], [3.869666, 1.946112, -4.593443], [4.436256, 2.364554, -5.726688], [3.050252, 0.833998, -4.598147], [2.827477, 0.179011, -5.742418], [2.470074, 0.421979, -3.413602], [1.672931, -0.657494, -3.464331]],
  "forces_ev_per_angstrom": [[0.2, 1.0, -0.3], [0.0, 0.0, 0.0], [0.0, -0.1, 0.0], [-0.2, 0.1, 0.0], [-0.1, 0.2, 0.6], [-0.1, 0.0, 0.0], [0.2, -0.2, -0.1], [0.1, -0.1, -0.2], [-0.1, 0.0, 0.0], [0.0, 0.1, 0.0], [0.0, 0.0, 0.0], [0.0, 0.0, 0.0], [0.0, 0.0, 0.0], [0.0, 0.0, 0.0], [0.0, 0.0, 0.0], [0.0, 0.0, 0.0], [0.0, 0.0, 0.0], [0.0, 0.0, 0.0], [0.0, 0.0, 0.0], [0.1, 0.0, 0.0], [-0.1, -0.1, 0.0], [0.1, 0.0, 0.2], [0.0, -0.5, -0.2], [0.0, 0.0, 0.1], [0.0, 0.0, 0.0], [0.0, -0.1, 0.0], [0.1, -0.2, -0.3], [-0.1, 0.1, 0.0], [0.1, 0.1, 0.0], [0.0, 0.1, 0.0], [-0.1, 0.1, 0.1], [0.0, 0.0, 0.0], [0.1, 0.0, 0.0], [0.0, 0.0, 0.0], [0.0, -0.1, 0.0], [0.0, 0.0, 0.0], [0.0, -0.1, 0.0], [0.0, 0.0, 0.0], [0.1, -0.1, 0.1], [0.0, -0.3, 0.2], [0.0, 0.0, -0.1], [-0.1, 0.0, -0.1], [0.0, 0.0, 0.1], [0.0, -0.1, 0.0], [0.0, 0.0, 0.0], [0.0, 0.1, 0.0], [0.0, 0.0, 0.0], [0.0, 0.1, 0.0], [0.0, 0.0, 0.0], [0.0, -0.1, -0.1], [0.0, 0.0, 0.0], [0.0, 0.0, 0.0], [-0.1, -0.1, 0.0], [0.1, 0.0, 0.0], [0.0, 0.1, 0.0], [0.0, 0.0, 0.0], [0.0, 0.0, 0.0], [0.0, 0.0, 0.0], [0.0, -0.1, -0.1], [0.0, 0.0, 0.0], [0.0, 0.1, 0.1], [0.0, 0.0, 0.0]],
  "lowdin_charge": [0.39, -0.08, -0.28, -0.27, 0.00, 0.40, 0.61, -0.48, -0.32, -0.07, 0.08, 0.06, 0.08, 0.11, 0.12, 0.12, 0.09, 0.08, 0.08, 0.05, -0.55, 1.43, -0.55, -0.42, -0.41, -0.49, -0.41, 0.08, -0.22, -0.12, -0.23, 0.09, -0.14, 0.11, -0.13, 0.12, -0.13, 0.12, 0.70, 0.29, -0.13, -0.22, 0.11, -0.13, 0.12, -0.13, 0.13, -0.13, 0.12, -0.25, 0.07, -0.13, -0.21, 0.10, -0.14, 0.12, -0.14, 0.12, -0.14, 0.12, -0.23, 0.08],
  "molar_mass_g_mol": 1133.2,
  "de_lowest_kcal_mol": 0.00,
  "lumo_energy_ev": [1.2, -0.5],
  "max_force_ev_per_a": 1.1,
  "spin_multiplicity": 3,
  "charge": -1
}

# 2
{
  "formula": "C45H38F4NSi",
  "method": "ωB97M-V/def2-TZVPD",
  "elements": ["F", "C", "C", "C", "F", "C", "C", "C", "C", "C", "C", "C", "C", "F", "C", "C", "F", "C", "C", "H", "H", "H", "H", "H", "H", "H", "H", "H", "C", "C", "C", "C", "Si", "C", "C", "C", "C", "C", "C", "C", "C", "C", "C", "C", "C", "C", "C", "C", "C", "N", "C", "C", "C", "C", "C", "C", "C", "C", "C", "C", "H", "H", "H", "H", "H", "H", "H", "H", "H", "H", "H", "H", "H", "H", "H", "H", "H", "H", "H", "H", "H", "H", "H", "H", "H", "H", "H", "H", "H"],
  "xyz": [[-3.843482, 2.707113, 2.482627], [-3.804607, 1.329422, 2.515975], [-5.016659, 0.639151, 2.517309], [-4.930468, -0.755486, 2.510095], [-6.106092, -1.473780, 2.481892], [-3.726807, -1.445144, 2.529513], [-2.492880, -0.724865, 2.587039], [-1.230848, -1.407457, 2.640776], [-0.004012, -0.780065, 2.865318], [1.249407, -1.319490, 2.563876], [2.353618, -0.477870, 2.214575], [3.319666, -0.918652, 1.264925], [4.481152, -0.183171, 1.100406], [5.475811, -0.699342, 0.295394], [4.697623, 1.043348, 1.728468], [3.710837, 1.475713, 2.615038], [3.926140, 2.650661, 3.304761], [2.535398, 0.777556, 2.848995], [-2.564460, 0.699829, 2.540009], [-5.968994, 1.156178, 2.506734], [-3.710452, -2.535706, 2.529230], [-1.244447, -2.485037, 2.444940], [-0.021998, 0.220916, 3.296746], [1.312616, -2.375871, 2.306677], [3.146060, -1.838407, 0.706085], [5.604936, 1.614278, 1.567172], [1.804801, 1.149040, 3.571771], [-1.649530, 1.292154, 2.523600], [0.346469, -3.511954, 8.477191], [-0.500977, -3.160710, 7.420536], [-0.445286, -3.859676, 6.208641], [0.459415, -4.924386, 6.049837], [0.500315, -5.888433, 4.467661], [1.259856, -7.551745, 4.772596], [0.427801, -8.646401, 5.049149], [0.981521, -9.896371, 5.349442], [2.370386, -10.071759, 5.345916], [3.205087, -8.987123, 5.051705], [2.653789, -7.729735, 4.774658], [-1.238315, -6.009228, 3.811157], [-2.226225, -6.526533, 4.665864], [-3.550656, -6.644562, 4.227034], [-3.912500, -6.198892, 2.950027], [-2.937943, -5.656057, 2.106552], [-1.601657, -5.593131, 2.518919], [1.421133, -5.016033, 3.062647], [1.816387, -5.942524, 1.899990], [3.281987, -5.614910, 1.554652], [3.712565, -4.454345, 2.461101], [2.627089, -4.284300, 3.414503], [2.565363, -3.213102, 4.241702], [3.450529, -2.170599, 4.170642], [3.755461, -1.299023, 5.285935], [4.838400, -0.388175, 5.206651], [5.054045, 0.542983, 6.209724], [4.239106, 0.544958, 7.349177], [3.227439, -0.414612, 7.488576], [2.996738, -1.341461, 6.477959], [1.309422, -5.270666, 7.111580], [1.252970, -4.565550, 8.317959], [0.300945, -2.964889, 9.422634], [-1.216167, -2.343128, 7.537245], [-1.118781, -3.588170, 5.391929], [-0.655103, -8.517823, 5.031058], [0.322105, -10.733969, 5.586169], [2.800635, -11.051138, 5.570446], [4.290594, -9.112029, 5.039989], [3.318627, -6.887025, 4.569218], [-1.962686, -6.838392, 5.680252], [-4.298279, -7.083684, 4.889676], [-4.946764, -6.276095, 2.609464], [-3.205105, -5.285160, 1.113283], [-0.855601, -5.209236, 1.821429], [0.650957, -4.293104, 2.745727], [1.699657, -6.996583, 2.180338], [1.139366, -5.750420, 1.058871], [3.929156, -6.480408, 1.732317], [3.371710, -5.334205, 0.500468], [4.660459, -4.662605, 2.985283], [3.877105, -3.544407, 1.858731], [1.663495, -3.139674, 4.855926], [4.121124, -2.088130, 3.314239], [5.505056, -0.456853, 4.341619], [5.886078, 1.244895, 6.119067], [4.405074, 1.283643, 8.132313], [2.634477, -0.466912, 8.402044], [2.268917, -2.147375, 6.592796], [2.004818, -6.103399, 6.995439], [1.916456, -4.846569, 9.139412]],
  "forces_ev_per_angstrom": [[0.1, -1.6, 0.0], [0.2, 0.8, 0.0], [0.6, -0.4, 0.0], [-0.8, -0.3, 0.0], [1.4, 0.8, 0.0], [0.7, 0.1, 0.1], [-1.6, 1.0, -0.1], [1.4, -0.1, 0.2], [-1.2, -0.1, 0.9], [-0.3, -0.7, -0.6], [1.3, 1.2, -0.4], [-0.3, 0.1, 0.5], [0.4, -0.3, -0.7], [-1.2, 0.7, 0.8], [-0.3, -0.2, 0.3], [0.3, 0.9, 0.2], [-0.3, -1.4, -0.9], [0.0, -0.5, 0.0], [0.0, -0.4, 0.2], [0.1, -0.1, 0.0], [-0.1, 0.3, 0.0], [0.0, 0.2, -0.1], [-0.1, 0.0, -0.6], [-0.1, 0.3, -0.4], [0.2, 0.2, 0.2], [-0.1, -0.1, 0.1], [0.5, 0.0, -0.2], [-0.4, 0.0, 0.0], [0.1, -0.1, -0.2], [0.0, 0.0, -0.2], [0.2, 0.0, 0.6], [-0.1, 0.2, 0.3], [0.1, -0.4, -0.2], [0.1, -0.3, 0.0], [0.5, -0.3, 0.1], [0.1, 0.1, 0.0], [-0.2, 0.3, -0.1], [-0.1, 0.1, 0.0], [-0.1, -0.5, 0.2], [-0.2, -0.1, 0.0], [-0.5, 0.1, -0.5], [0.2, 0.0, 0.0], [0.3, 0.1, 0.1], [0.1, 0.0, 0.0], [-0.5, -0.1, 0.3], [-0.3, 0.1, 0.1], [-0.4, -0.1, 0.0], [0.1, -0.2, -0.1], [0.4, 0.0, -0.4], [0.0, 0.7, 0.5], [-0.5, -0.1, -0.9], [0.6, -0.1, 0.6], [-0.1, 0.6, 0.4], [-0.6, -0.4, -0.3], [0.1, -0.1, 0.3], [0.0, 0.0, -0.2], [0.1, -0.2, -0.1], [0.3, 0.1, -0.2], [-0.2, 0.3, 0.1], [0.0, 0.1, 0.0], [0.0, -0.2, -0.3], [0.2, -0.2, 0.0], [0.1, -0.1, 0.2], [0.3, -0.2, 0.0], [0.2, 0.2, -0.1], [-0.2, 0.4, -0.1], [-0.4, 0.0, 0.0], [-0.1, -0.2, 0.0], [-0.1, 0.1, -0.3], [0.2, 0.2, -0.2], [0.3, 0.0, 0.1], [0.0, -0.2, 0.3], [-0.3, -0.1, 0.2], [0.2, 0.1, -0.3], [0.1, 0.2, -0.1], [0.3, -0.2, 0.1], [-0.2, 0.1, -0.1], [0.1, -0.1, 0.2], [-0.3, 0.1, -0.1], [-0.1, -0.3, 0.3], [0.6, -0.3, 0.2], [0.0, -0.3, 0.4], [-0.3, 0.2, 0.2], [-0.3, -0.2, 0.1], [0.0, -0.2, -0.2], [0.2, 0.1, -0.2], [0.0, 0.4, 0.2], [-0.2, 0.2, 0.1], [-0.2, 0.1, -0.2]],
  "lowdin_charge": [0.06, -0.21, 0.11, -0.21, 0.06, 0.07, -0.19, 0.05, -0.04, 0.04, -0.22, 0.03, -0.22, 0.06, 0.09, -0.22, 0.06, 0.06, 0.06, 0.14, 0.12, 0.12, 0.11, 0.11, 0.13, 0.14, 0.14, 0.13, -0.08, -0.08, -0.10, -0.26, 0.73, -0.26, -0.07, -0.07, -0.07, -0.07, -0.10, -0.24, -0.10, -0.06, -0.07, -0.09, -0.10, -0.31, -0.14, -0.13, -0.13, -0.10, -0.09, -0.04, -0.21, -0.04, -0.07, -0.07, -0.07, -0.02, -0.07, -0.07, 0.11, 0.11, 0.10, 0.09, 0.11, 0.11, 0.11, 0.10, 0.11, 0.11, 0.11, 0.11, 0.08, 0.08, 0.11, 0.11, 0.11, 0.11, 0.14, 0.10, 0.11, 0.10, 0.12, 0.11, 0.11, 0.11, 0.09, 0.10, 0.11],
  "molar_mass_g_mol": 696.9,
  "lumo_energy_ev": -5.6,
  "max_force_ev_per_a": 1.9,
  "charge": 1
}

| no. | total energy (eV) |
| --- | --- |
| 1 | -192471.3151 |
| 2 | -67511.6334 |